73
Properties=species:S:1:pos:R:3:mulliken_spin:R:1 method="wB97M-V/def2-TZVPD" fmax_ev_per_a=2.873 multiplicity=3 total_charge=+2 orbital_gap_ha="0.197 / 0.061" lumo_ha="-0.228 / -0.361"
Au 0.3854 -1.4574 0.5867 0.685
N 8.1316 0.4695 1.8907 0.016
C 6.8284 0.6623 1.6316 0.017
C 5.8476 0.1878 2.5344 -0.004
C 4.5150 0.3129 2.2317 0.009
C 4.1399 0.9292 1.0453 0.015
C 5.0792 1.4174 0.1455 -0.002
C 6.4171 1.3048 0.4400 0.006
S 2.4217 0.8881 0.6212 -0.026
O 1.5631 1.1001 1.7482 0.012
O 2.1512 1.6348 -0.5700 0.006
N 2.2482 -0.7471 0.2962 0.194
C 2.6030 -1.1829 -0.9125 -0.007
N 3.6687 -0.7280 -1.5580 0.017
C 3.8948 -1.1699 -2.7750 -0.003
C 3.0819 -2.1175 -3.3913 0.025
C 2.0011 -2.5646 -2.6417 0.001
N 1.7716 -2.1030 -1.4310 0.066
H 8.4314 -0.0163 2.7214 -0.001
H 8.8377 0.7762 1.2411 -0.001
H 6.1626 -0.2715 3.4584 -0.001
H 3.7418 -0.0462 2.8907 0.000
H 4.7326 1.8866 -0.7604 0.000
H 7.1661 1.7069 -0.2261 0.000
H 4.7525 -0.7463 -3.2804 0.000
H 3.2838 -2.4935 -4.3803 0.001
H 1.3013 -3.3018 -3.0178 0.001
Cl -0.4428 2.3396 -5.3205 0.000
C -1.5027 2.0338 -4.0066 0.001
C -1.0582 2.2000 -2.6963 -0.004
C -1.9266 1.9413 -1.6522 0.019
C -3.2296 1.5094 -1.8757 -0.009
C -4.1784 1.2774 -0.7213 0.008
C -4.6084 -0.2149 -0.5826 -0.001
N -3.6147 -0.9553 0.1419 0.002
C -3.6901 -1.4360 1.4157 -0.004
C -2.4542 -1.9259 1.7176 -0.006
N -1.6314 -1.7409 0.6481 -0.013
C -2.3671 -1.1614 -0.2877 -0.030
O -5.3194 2.0825 -0.9101 0.002
C -5.7701 2.7714 0.2382 0.006
C -4.8184 3.8611 0.6464 0.059
C -4.0669 3.8675 1.8039 0.350
Cl -4.0616 2.6852 3.0230 0.141
S -3.0540 5.2806 1.9382 -0.046
C -3.6242 5.8357 0.4279 0.317
C -4.5463 4.9974 -0.1374 0.135
C -3.6609 1.3666 -3.2009 0.001
Cl -5.2703 0.8817 -3.5563 0.000
C -2.8050 1.6261 -4.2600 0.000
H -0.0529 2.5350 -2.4967 -0.002
H -1.5774 2.0831 -0.6410 -0.002
H -3.6654 1.5597 0.2079 0.006
H -4.7467 -0.6550 -1.5717 0.000
H -5.5563 -0.2624 -0.0423 0.000
H -4.5874 -1.4067 2.0009 0.000
H -2.1047 -2.3965 2.6106 0.001
H -2.0223 -0.9074 -1.2698 0.007
H -5.9349 2.0778 1.0719 0.002
H -6.7259 3.2062 -0.0641 0.002
H -3.2567 6.7613 0.0313 0.010
H -5.0197 5.1776 -1.0841 0.005
H -3.1588 1.5181 -5.2736 0.000
C 2.0392 -5.8619 1.6883 0.003
S 0.5518 -4.7963 1.7382 0.004
C 0.1293 -5.0847 3.4973 0.000
O 1.1285 -3.4065 1.7486 0.008
H 1.7563 -6.8955 1.8627 0.001
H 2.7414 -5.5269 2.4451 0.000
H 2.4843 -5.7703 0.7020 0.000
H -0.1254 -6.1287 3.6445 0.000
H -0.7292 -4.4676 3.7441 0.000
H 0.9748 -4.8061 4.1182 0.000